Entry 1:
The following is a DFT calculation (wB97M-V/def2-TZVPD) of a 2-piece molecular cluster, C2H3NO3 overall at a distorted geometry.

Geometry as XYZ:
```
9
Properties=species:S:1:pos:R:3:lowdin_charge:R:1
C -2.22 -0.19 -0.20 -0.3527
C 1.02 0.12 0.03 -0.3680
N -3.26 0.25 -0.38 -0.1534
O 0.62 -0.99 0.65 0.0805
O 0.49 1.29 0.46 0.1773
O 1.50 0.05 -1.25 0.2199
H -0.43 -0.88 0.61 0.0774
H 0.35 1.14 1.43 0.1755
H 1.94 -0.79 -1.37 0.1437
```

Maximum force   4.5 eV/Å
Charge   0
Highest occupied orbital energy   -9.4 eV
LUMO energy   -2.114 eV
Kohn-Sham gap   7.3 eV
Electronic energy   -358.362755 Eh


Entry 2:
The following is a DFT calculation (wB97M-V/def2-TZVPD) of C26H43BrIIrN8S2 as an isolated structure.

Geometry as XYZ:
```
82
Properties=species:S:1:pos:R:3:mulliken_spin:R:1
Ir 0.36 0.28 -0.10 0.3770
N -2.25 2.03 2.77 0.0090
C -1.66 0.98 2.19 0.0090
N -0.89 1.35 1.18 0.0319
C -0.98 2.75 1.11 -0.0152
C -0.37 3.68 0.26 0.0041
C -0.67 5.01 0.46 0.0025
C -1.55 5.43 1.47 0.0003
C -2.16 4.52 2.32 0.0041
C -1.85 3.18 2.11 -0.0071
H -2.88 1.97 3.55 -0.0001
H -1.81 -0.03 2.55 -0.0023
H 0.33 3.38 -0.51 0.0012
H -0.20 5.76 -0.17 -0.0001
H -1.75 6.48 1.59 0.0000
H -2.83 4.84 3.10 0.0000
Br -3.61 -2.37 1.56 0.0001
C -3.52 -3.59 3.03 -0.0001
C -4.65 -4.36 3.26 0.0000
C -4.65 -5.26 4.32 0.0001
C -3.54 -5.37 5.14 0.0000
C -2.42 -4.60 4.91 0.0000
C -2.41 -3.70 3.85 0.0000
I -0.66 -2.56 3.57 0.0006
H -5.52 -4.27 2.62 0.0000
H -5.53 -5.86 4.50 0.0000
H -3.54 -6.07 5.97 0.0000
H -1.55 -4.69 5.55 0.0000
C -3.03 3.41 -3.00 -0.0008
N -1.62 3.24 -3.29 0.0066
C -0.95 4.13 -4.26 -0.0007
C 0.51 3.64 -4.24 -0.0008
N 0.42 2.46 -3.35 0.0051
C -0.81 2.30 -2.86 -0.0017
S -1.31 1.02 -1.82 0.1490
H -3.63 3.20 -3.89 -0.0006
H -3.21 4.44 -2.68 0.0001
H -3.33 2.73 -2.20 0.0015
H -1.05 5.16 -3.93 0.0004
H -1.42 4.03 -5.23 0.0001
H 1.20 4.38 -3.82 0.0005
H 0.86 3.34 -5.22 0.0008
H 1.16 1.79 -3.23 0.0030
C 5.21 -2.52 -0.62 0.0025
C 3.77 -2.29 -0.19 -0.0119
N 2.83 -2.80 -1.20 0.0103
C 2.03 -2.12 -2.00 -0.0065
S 1.78 -0.38 -1.73 0.3075
N 1.47 -2.68 -3.05 0.0016
C 0.52 -2.08 -4.00 0.0094
C 1.15 -1.89 -5.37 0.0020
H 5.88 -2.16 0.16 0.0000
H 5.44 -1.98 -1.54 -0.0002
H 5.41 -3.57 -0.78 0.0005
H 3.56 -1.23 -0.06 0.0130
H 3.55 -2.80 0.75 -0.0003
H 2.98 -3.78 -1.45 0.0002
H 1.77 -3.62 -3.29 -0.0007
H 0.18 -1.13 -3.58 -0.0027
H -0.34 -2.74 -4.05 -0.0014
H 2.01 -1.22 -5.32 0.0002
H 0.42 -1.46 -6.05 0.0000
H 1.47 -2.84 -5.79 0.0008
N -0.26 -2.59 -0.24 -0.0002
N -0.86 -1.33 0.12 -0.0010
H -1.03 -3.25 -0.39 0.0007
H 0.22 -2.92 0.59 -0.0004
H -1.27 -1.45 1.05 0.0037
H -1.65 -1.19 -0.52 -0.0021
C 3.42 0.19 3.03 0.0062
C 2.63 0.68 1.81 0.0286
C 2.26 2.15 1.95 0.0063
C 1.40 -0.20 1.65 0.0371
H 4.35 0.74 3.12 0.0010
H 3.65 -0.87 2.97 0.0006
H 2.84 0.36 3.95 -0.0005
H 3.27 0.57 0.93 0.0069
H 1.56 2.31 2.77 -0.0006
H 1.80 2.55 1.04 -0.0025
H 3.15 2.75 2.14 0.0001
H 0.75 -0.12 2.52 0.0030
H 1.67 -1.26 1.53 0.0118
```

Maximum force   0.4 eV/Å
Charge   +3
Multiplicity   2
Highest occupied orbital energy (alpha / beta)   -15.8 / -15.8 eV
LUMO energy (alpha / beta)   -9.819 / -11.034 eV
Kohn-Sham gap (alpha / beta)   6.0 / 4.8 eV
⟨S²⟩   0.758
Electronic energy   -5226.118207 Eh


Entry 3:
The following is a DFT calculation (wB97M-V/def2-TZVPD) of a 13-piece molecular cluster, C3H33NO12 overall at a distorted geometry.

Geometry as XYZ:
```
49
Properties=species:S:1:pos:R:3:lowdin_charge:R:1
C 0.68 1.24 1.89 -0.2598
C 1.14 0.40 3.11 -0.2512
C 0.08 -0.56 3.54 -0.1243
N 0.41 0.31 0.77 0.0262
H 1.55 1.91 1.66 0.1011
H -0.29 1.69 2.11 0.1012
H 1.49 0.93 4.03 0.1187
H 2.03 -0.18 2.81 0.0908
H -0.70 -0.09 4.14 0.0644
H 0.57 -1.38 3.93 0.0400
H -0.54 -1.04 2.68 0.0972
H 0.22 0.86 -0.06 0.0178
H -0.40 -0.16 1.07 0.0225
H 1.94 -2.08 1.95 -0.0696
H 1.40 -2.88 0.87 0.0494
O 1.83 -2.94 1.75 -0.0170
H 0.76 2.54 -2.15 0.0044
H 0.93 2.27 -0.66 -0.0303
O 0.33 2.70 -1.26 -0.0730
H 2.43 -0.39 -1.48 0.0797
H 3.51 0.64 -1.98 0.0541
O 2.84 0.00 -2.29 -0.0773
H 2.99 1.20 0.84 0.0173
H 3.58 2.18 -0.27 0.1175
O 3.04 1.34 -0.10 -0.0675
H -0.49 -3.35 -1.94 0.0766
H -0.40 -1.84 -2.52 -0.0882
O 0.05 -2.61 -2.41 -0.0609
H -2.54 2.68 -0.36 0.0101
H -1.48 2.17 0.40 -0.0556
O -2.35 2.43 0.51 0.0023
H -1.46 -3.84 0.50 -0.0316
H -2.59 -3.75 -0.38 0.0714
O -1.69 -3.45 -0.25 0.0214
H -2.98 0.18 2.51 0.0091
H -2.33 1.34 3.23 0.0054
O -2.82 0.55 3.45 -0.1138
H -3.45 -1.62 1.75 0.0576
H -3.23 -0.79 0.30 0.0550
O -3.11 -0.88 1.27 -0.0537
H -1.26 -0.66 -1.66 0.0471
H -2.11 0.60 -2.10 0.0801
O -1.94 0.02 -1.31 -0.0896
H 1.08 1.78 -4.11 0.0362
H 2.17 1.38 -3.08 -0.0165
O 1.67 2.11 -3.45 -0.0333
H 0.91 -0.16 -2.99 0.0312
H 0.37 -1.08 -4.08 0.0851
O 0.15 -0.22 -3.62 -0.0778
```

Maximum force   6.6 eV/Å
Charge   0
Highest occupied orbital energy   -9.6 eV
LUMO energy   -0.052 eV
Kohn-Sham gap   9.6 eV
Electronic energy   -1091.645608 Eh


Entry 4:
The following is a DFT calculation (wB97M-V/def2-TZVPD) of C22H29N7O in the gas phase at a distorted geometry.

Geometry as XYZ:
```
59
Properties=species:S:1:pos:R:3:lowdin_charge:R:1
C -4.67 0.52 6.51 -0.0999
H -5.09 1.53 6.59 0.0936
O -3.66 0.45 5.54 -0.0873
C -3.98 0.73 4.24 -0.2781
C -2.93 0.62 3.34 0.0475
C -3.10 0.88 1.98 -0.2218
C -4.39 1.25 1.54 -0.0438
C -5.42 1.34 2.45 -0.0924
C -5.24 1.10 3.80 -0.0513
H -6.08 1.19 4.47 0.0949
H -6.41 1.63 2.09 0.1033
H -4.57 1.47 0.51 0.0925
N -2.06 0.79 1.10 -0.0912
C -0.68 0.79 1.52 -0.1456
C 0.16 1.57 0.50 -0.1381
N 0.10 1.00 -0.84 -0.1179
C -1.05 0.13 -1.02 -0.1584
C -2.26 0.75 -0.33 -0.1444
H -2.43 1.76 -0.74 0.1299
H -3.15 0.14 -0.55 0.1260
H -0.88 -0.87 -0.61 0.1122
H -1.26 0.04 -2.09 0.1200
C 1.36 0.48 -1.35 -0.2059
C 1.89 -0.71 -0.60 -0.2196
N 1.15 -1.46 0.18 0.0748
N 1.94 -2.40 0.68 -0.0154
N 3.12 -2.26 0.25 0.0480
N 3.16 -1.20 -0.56 0.0032
C 4.44 -0.92 -1.20 -0.5435
C 4.47 0.45 -1.88 -0.0246
H 5.46 0.60 -2.29 0.0942
H 4.28 1.25 -1.16 0.0877
H 3.75 0.50 -2.69 0.0723
C 5.51 -0.97 -0.10 -0.0393
H 6.49 -0.82 -0.54 0.0863
H 5.48 -1.93 0.40 0.0728
H 5.33 -0.19 0.64 0.0875
C 4.67 -2.02 -2.23 -0.0258
H 5.63 -1.88 -2.73 0.0872
H 3.88 -2.01 -2.97 0.0582
H 4.68 -2.99 -1.73 0.0835
C 1.21 0.18 -2.83 -0.2553
N 1.67 -0.98 -3.27 0.1207
C 1.54 -1.27 -4.55 -0.1273
C 0.95 -0.41 -5.46 -0.0571
C 0.48 0.81 -5.01 -0.0536
C 0.61 1.12 -3.67 -0.0144
H 0.26 2.05 -3.25 0.1202
H 0.02 1.51 -5.69 0.1081
H 0.86 -0.69 -6.50 0.1016
H 1.93 -2.23 -4.85 0.1093
H 2.07 1.31 -1.25 0.1418
H 1.20 1.60 0.85 0.1233
H -0.21 2.60 0.45 0.1250
H -0.59 1.29 2.49 0.1202
H -0.28 -0.23 1.62 0.1091
H -1.98 0.30 3.73 0.1128
H -5.48 -0.19 6.29 0.0940
H -4.20 0.24 7.45 0.0906
```

Maximum force   1.4 eV/Å
Charge   0
Highest occupied orbital energy   -7.3 eV
SMILES   COc1cccc(N2CCN([C@H](c3ccccn3)c3nnnn3C(C)(C)C)CC2)c1
LUMO energy   0.491 eV
Kohn-Sham gap   7.8 eV
Electronic energy   -1314.208435 Eh


Entry 5:
The following is a DFT calculation (wB97M-V/def2-TZVPD) of an isolated ion of composition C34H51F4Si and charge +1 at a distorted geometry.

Geometry as XYZ:
```
90
Properties=species:S:1:pos:R:3:lowdin_charge:R:1
C 5.51 -3.13 2.77 -0.1137
C 4.10 -3.36 3.30 -0.2695
C 3.05 -2.43 2.69 -0.2317
C 2.85 -2.60 1.19 -0.2140
C 1.81 -1.65 0.59 -0.2687
C 0.40 -1.83 1.17 -0.2373
Si -0.86 -0.61 0.47 0.6582
C -2.57 -0.94 1.20 -0.2461
C -3.00 -2.41 1.26 -0.2682
C -4.36 -2.63 1.95 -0.2145
C -5.52 -1.80 1.41 -0.2385
C -5.76 -1.98 -0.09 -0.2823
C -6.90 -1.11 -0.60 -0.1150
C -0.34 1.14 0.93 -0.2563
C -0.20 1.46 2.44 -0.2518
C -1.24 2.48 2.90 -0.2373
C -1.08 2.80 4.38 -0.2447
C -2.07 3.85 4.84 -0.2879
C -1.92 4.13 6.32 -0.1189
C -0.84 -0.74 -1.45 -0.1551
C -0.69 0.58 -2.13 0.0219
C 0.03 0.80 -3.33 -0.0140
H 6.22 -3.76 3.31 0.0738
H 5.58 -3.37 1.70 0.0662
H 5.81 -2.08 2.90 0.0759
H 3.80 -4.40 3.12 0.1101
H 4.08 -3.19 4.38 0.1066
H 2.10 -2.61 3.21 0.1037
H 3.34 -1.38 2.90 0.1201
H 3.79 -2.44 0.66 0.0998
H 2.54 -3.64 0.99 0.1249
H 2.16 -0.61 0.73 0.0964
H 1.81 -1.82 -0.50 0.0978
H 0.03 -2.84 0.97 0.0907
H 0.41 -1.71 2.26 0.0822
H -2.56 -0.53 2.22 0.0912
H -3.31 -0.34 0.65 0.0780
H -3.03 -2.85 0.25 0.1031
H -2.26 -3.00 1.82 0.1042
H -4.61 -3.69 1.86 0.1153
H -4.26 -2.40 3.01 0.1131
H -6.43 -2.11 1.93 0.1198
H -5.36 -0.74 1.63 0.1078
H -4.84 -1.77 -0.66 0.0895
H -6.00 -3.04 -0.28 0.1176
H -7.02 -1.26 -1.67 0.0701
H -7.84 -1.39 -0.10 0.0793
H -6.70 -0.05 -0.40 0.0739
H 0.64 1.33 0.46 0.0644
H -1.06 1.82 0.45 0.0737
H -0.26 0.56 3.07 0.1054
H 0.80 1.89 2.59 0.1160
H -1.12 3.41 2.32 0.1220
H -2.26 2.10 2.70 0.1168
H -1.22 1.88 4.98 0.1228
H -0.05 3.15 4.56 0.1237
H -1.90 4.77 4.26 0.1106
H -3.09 3.51 4.63 0.1102
H -2.62 4.91 6.63 0.0713
H -2.14 3.22 6.91 0.0764
H -0.90 4.45 6.56 0.0768
H -0.09 -1.49 -1.77 0.0973
H -1.82 -1.25 -1.61 0.1302
H -1.24 1.40 -1.65 0.1203
H -0.57 1.22 -4.18 0.1650
H 0.65 -0.09 -3.56 0.1186
F 4.94 -1.14 -1.90 0.0455
C 4.29 0.09 -1.95 -0.2016
C 4.24 0.85 -0.79 0.0751
C 3.38 1.94 -0.82 -0.2309
F 3.21 2.68 0.34 0.0471
C 2.64 2.28 -1.94 0.0346
C 2.64 1.45 -3.08 -0.1846
C 1.50 1.62 -4.03 -0.1135
C 1.68 1.46 -5.52 -0.1767
C 1.15 2.44 -6.40 0.0456
C 1.09 2.22 -7.77 -0.2156
F 0.46 3.15 -8.58 0.0574
C 1.61 1.09 -8.39 0.0917
C 2.20 0.16 -7.53 -0.1966
F 2.70 -1.00 -8.08 0.0492
C 2.26 0.33 -6.13 0.0485
C 3.63 0.45 -3.14 0.0601
H 4.79 0.58 0.11 0.1456
H 2.02 3.18 -1.92 0.1390
H 1.11 2.65 -3.87 0.1258
H 0.76 3.38 -6.01 0.1345
H 1.52 0.91 -9.46 0.1472
H 2.73 -0.45 -5.53 0.1110
H 3.85 -0.11 -4.05 0.1140
```

Maximum force   3.5 eV/Å
Charge   +1
Highest occupied orbital energy   -12.5 eV
LUMO energy   -5.891 eV
Kohn-Sham gap   6.6 eV
Electronic energy   -2014.758671 Eh


Entry 6:
The following is a DFT calculation (wB97M-V/def2-TZVPD) of a 2-piece molecular cluster, C3H4O3S overall at a distorted geometry.

Geometry as XYZ:
```
11
Properties=species:S:1:pos:R:3:lowdin_charge:R:1
C 0.75 -0.01 -0.17 -0.7829
C -3.33 -0.32 -0.26 -0.4845
C 2.08 -0.58 0.31 -0.0742
O -0.30 -0.52 -0.34 0.0250
O -3.63 -1.40 -0.17 0.2389
O -3.22 0.82 -0.22 0.2101
S 0.88 1.82 -0.35 0.7420
H 2.99 -0.12 0.03 0.0564
H 2.07 -0.25 1.39 0.1013
H 2.17 -1.64 0.33 0.0716
H -0.46 2.17 -0.56 -0.1036
```

Maximum force   4.1 eV/Å
Charge   0
Highest occupied orbital energy   -9.9 eV
SMILES   CC(=O)S.O=C=O
LUMO energy   0.606 eV
Kohn-Sham gap   10.5 eV
Electronic energy   -740.639913 Eh